# 1
The following is a quantum chemistry calculation of a structure of composition C10H30N6O16S, from OMol25.

Its lowest unoccupied orbital energy is -0.574 eV. As for the frontier orbital gap: 7.12 eV.

Element x y z (Å)
S: 12.925894 -23.683783 -17.445172
O: 9.202137 -26.075829 -16.069196
O: 7.114396 -26.016920 -17.514936
O: 12.232100 -25.320193 -14.820781
O: 13.187967 -22.329569 -16.932338
O: 14.395737 -24.341921 -17.824131
O: 10.599798 -26.726685 -14.420087
O: 10.196911 -28.282486 -17.326911
O: 11.432757 -22.490907 -12.580125
O: 8.207908 -24.176915 -15.579144
O: 12.221371 -24.709046 -16.646334
O: 6.875708 -26.844431 -15.591711
O: 9.977406 -24.314275 -20.338188
O: 8.989091 -27.751247 -13.786956
O: 10.599077 -23.817142 -14.163805
O: 9.087111 -22.392018 -20.620109
O: 11.816645 -27.808042 -16.004271
N: 11.756879 -26.447822 -14.446993
N: 10.613187 -22.791491 -13.464596
N: 9.255243 -23.401559 -19.939267
N: 9.162216 -24.835395 -15.869378
N: 11.157631 -27.561722 -17.012705
N: 6.686412 -25.946463 -16.413839
C: 15.339200 -23.581981 -18.549007
C: 6.104094 -24.729972 -15.792625
C: 12.745444 -27.442172 -13.843187
C: 12.092745 -23.731833 -19.064295
C: 11.586215 -26.334527 -17.891849
C: 8.840898 -23.404536 -18.533408
C: 15.567318 -24.296083 -19.830245
C: 8.916772 -28.193572 -15.103893
C: 10.440391 -24.120514 -16.037759
C: 9.419074 -21.989538 -13.505650
H: 16.486066 -23.880274 -20.243892
H: 8.514349 -22.545356 -13.259372
H: 11.016074 -23.633686 -18.925552
H: 12.381016 -27.510680 -12.818201
H: 8.667583 -27.393443 -15.800886
H: 11.636727 -26.591085 -18.950024
H: 10.921194 -25.505003 -17.651599
H: 12.460859 -24.668367 -19.483207
H: 9.336928 -21.515517 -14.483735
H: 9.632254 -23.463466 -17.786153
H: 8.149974 -28.966921 -15.149236
H: 12.524041 -28.350533 -14.403499
H: 10.427454 -23.068500 -15.752795
H: 9.549076 -21.100368 -12.888735
H: 10.626466 -24.148319 -17.111396
H: 9.384855 -26.877549 -13.827362
H: 14.765751 -24.244235 -20.567069
H: 6.170934 -23.918726 -16.517564
H: 12.427170 -22.812855 -19.545696
H: 15.091557 -22.520624 -18.531752
H: 12.618773 -26.084882 -17.647694
H: 8.185141 -22.535499 -18.586847
H: 16.287432 -23.618282 -18.012689
H: 11.258008 -24.587430 -15.488580
H: 8.287162 -24.340936 -18.465372
H: 9.856352 -28.552194 -15.524217
H: 13.750541 -27.032515 -13.943421
H: 15.835140 -25.344048 -19.695627
H: 5.079956 -24.845348 -15.437764
H: 6.589024 -24.427379 -14.864521

Atoms 1-3, force components in eV/Å:
1.234 -0.509 1.045
0.089 6.472 -1.435
-0.210 0.840 -2.799

---

# 2
The following is a quantum chemistry calculation of a structure of composition C18H18NO3Os, from OMol25.

As for the total charge: +1. Its lowest unoccupied orbital energy (alpha / beta) is -3.415 / -5.500 eV. The multiplicity is 5. As for the frontier orbital gap (alpha / beta): 6.10 / 6.09 eV.

Element x y z (Å)
Os: 0.032900 -0.069200 -0.588486
O: -2.313603 -0.096213 3.438334
O: -1.636878 -1.047179 5.309103
O: -0.398353 0.120251 -2.510969
N: -1.605099 -0.173730 4.452855
C: 0.815012 1.277735 0.854069
C: 0.863872 -0.181638 -8.157536
C: 0.295652 2.105432 -1.219396
C: -0.816470 -1.665345 0.587516
C: 1.394688 -1.665328 -0.076656
C: 1.370963 1.658493 -0.400374
C: 0.509187 -1.401358 1.004881
C: -0.601544 1.435730 0.790106
C: -0.346342 1.117484 -5.983698
C: -0.261498 -1.017040 -4.701966
C: 0.735319 -0.859339 -6.949790
C: 0.610112 -2.160722 -1.153350
C: 0.038906 -0.272885 -5.832139
C: -0.754742 -2.161201 -0.737520
C: 0.355536 1.119163 -8.313561
C: -0.919222 1.961039 -0.484603
C: -1.113598 -0.553208 -3.558630
C: -0.202624 1.774514 -7.205191
H: 2.469368 -1.526630 -0.081258
H: 0.987987 -2.462553 -2.122367
H: 2.415550 1.618288 -0.680198
H: 1.342822 -0.667587 -9.006848
H: -1.686972 -1.410666 -3.151381
H: 1.128016 -1.874713 -6.848150
H: 0.389969 2.434786 -2.243296
H: -1.605286 -2.471901 -1.326810
H: -1.916302 2.152857 -0.862533
H: -0.551794 2.805706 -7.306615
H: -1.308218 1.202284 1.582651
H: 0.792505 -1.056378 1.991221
H: 0.462323 1.643336 -9.264358
H: 1.382510 0.956022 1.714552
H: 0.131060 -2.026979 -4.586576
H: -1.828611 0.205608 -3.903726
H: -1.715294 -1.494111 1.175168
H: -0.779608 1.626376 -5.115372

Atoms 1-3, force components in eV/Å:
1.173 -1.595 1.698
2.083 0.431 2.161
0.628 2.680 -1.898

---

# 3
The following is a quantum chemistry calculation of the molecule C3H2O, from OMol25.

The energy above the lowest of the compared OMol25 structures with the same formula, charge and spin is 2.5235 eV. Its lowest unoccupied orbital energy is -1.234 eV. As for the frontier orbital gap: 9.11 eV.

Element x y z (Å)
O: -0.401366 -1.388280 0.047098
C: -0.203038 -0.122528 0.482327
C: 0.005563 0.994954 -0.213487
C: 0.607471 1.887255 -0.829526
H: 0.127261 0.034666 1.476075
H: -0.135891 -1.406067 -0.962486

Atoms 1-3, force components in eV/Å:
1.023 1.528 -2.055
1.255 -0.597 -0.981
-1.316 -1.708 -0.189

---

# 4
The following is a quantum chemistry calculation of a cluster of 14 separate species, C6H41NO14 in total, from OMol25.

As for the total charge: +1. The energy above the lowest of the compared OMol25 structures with the same formula, charge and spin is 7.8320 eV. Its lowest unoccupied orbital energy (alpha / beta) is -2.964 / -7.240 eV. The multiplicity is 2. As for the frontier orbital gap (alpha / beta): 9.95 / 5.68 eV.

Element x y z (Å)
O: 1.200638 3.956112 2.465634
O: 2.775873 -2.946561 2.945668
O: -2.899991 -2.462752 2.277298
O: -0.381661 1.293749 -3.279893
O: -2.474755 0.460124 2.718489
O: 0.108226 -0.064184 4.389712
O: -1.174917 3.058555 0.929170
O: -4.201055 0.885157 0.320023
O: -0.220468 -2.177814 2.824384
O: -2.730852 3.428666 -1.105788
O: -0.049320 -2.814066 -3.419858
O: -2.899331 0.615344 -2.623922
O: 2.741148 0.089615 2.599640
O: -3.354782 -1.553590 -0.459817
N: 2.454128 -0.338188 -0.747200
C: 2.724771 -1.702753 -1.051291
C: 1.560549 0.494071 -1.640715
C: 1.839041 0.278320 -3.085860
C: 1.814671 1.978304 -1.175831
C: 1.746987 -2.691414 -0.312700
C: 0.517963 0.364774 -3.954336
H: -3.443067 -1.840148 0.450328
H: 2.412706 1.075168 -3.613495
H: 2.706091 -1.917554 -2.036659
H: 0.742450 -2.658976 -0.737724
H: 3.643398 0.274202 2.882051
H: 0.574778 0.040211 -1.408290
H: 0.150345 1.906729 -2.828429
H: 2.226171 -3.557771 -0.556850
H: 0.115108 -1.532809 3.393214
H: 2.110586 2.657029 -1.984392
H: -0.304596 0.267800 3.560960
H: -1.714992 2.746838 0.131982
H: 2.500019 -0.469961 -3.339077
H: 2.405815 1.891733 -0.251159
H: 1.012215 4.616131 1.709729
H: -1.518098 3.962824 0.992845
H: 2.318325 -0.094154 0.201703
H: 0.044919 -0.641155 -4.049648
H: 2.192555 0.576102 3.248722
H: 3.458057 -2.485536 2.479499
H: -3.868537 1.288854 -0.531178
H: -0.727744 -3.572811 -3.401635
H: -2.086441 0.336859 -3.181478
H: -2.432726 -1.144636 -0.539147
H: -2.584379 -1.711532 2.590604
H: 1.600890 -2.646814 0.674828
H: -2.370849 2.702711 -1.733698
H: 3.690096 -2.086234 -0.580640
H: -2.556069 -3.181001 2.758087
H: 0.428315 -2.997915 2.805927
H: -1.733487 0.972791 2.597495
H: -2.193287 4.210508 -1.415585
H: 0.485002 3.245693 2.415017
H: 0.796829 0.684821 -4.970086
H: -2.902596 -0.024079 -1.917662
H: -3.885555 0.008489 0.084751
H: 0.271777 -2.756729 -2.557839
H: -3.270984 0.957387 2.627361
H: 1.014019 2.538942 -0.621198
H: 2.158856 -2.039160 3.048921
H: -0.562749 0.245673 4.989052

Atoms 1-3, force components in eV/Å:
-1.352 0.049 -1.609
-3.307 3.648 0.525
-3.564 -4.092 -3.586

---

# 5
The following is a quantum chemistry calculation of the molecule C4H6O2S2, from OMol25.

The energy above the lowest of the compared OMol25 structures with the same formula, charge and spin is 10.4204 eV. Its lowest unoccupied orbital energy (alpha / beta) is -1.522 / -1.599 eV. As for the frontier orbital gap (alpha / beta): 7.56 / 6.99 eV.

Element x y z (Å)
S: -1.505226 0.111340 0.020825
S: 1.472890 0.101976 -0.453358
O: -2.578655 0.652059 0.850039
O: 0.918149 -1.230512 -0.171383
C: -0.010454 1.198040 -0.256460
C: -1.788521 -1.437018 -0.562081
C: 2.137338 0.725112 1.166213
C: -1.184726 0.900807 -1.492614
H: 3.126591 0.228261 1.251205
H: 1.621986 0.504185 2.090176
H: 2.207157 1.759548 1.071732
H: -0.724858 0.556427 -2.407258
H: -1.035831 -2.098792 -0.804460
H: -2.655842 -1.971429 -0.302578

Atoms 1-3, force components in eV/Å:
-1.545 1.172 -0.388
-0.469 1.778 2.088
0.813 -0.600 -0.502

---

# 6
The following is a quantum chemistry calculation of the molecule C6H12, from OMol25.

The energy above the lowest of the compared OMol25 structures with the same formula, charge and spin is 5.7892 eV. Its lowest unoccupied orbital energy (alpha / beta) is 0.524 / 1.069 eV. As for the frontier orbital gap (alpha / beta): 7.28 / 8.45 eV.

Element x y z (Å)
C: -0.077611 -1.177334 -0.856803
C: -1.402627 -0.454169 -0.676420
C: -0.328679 1.441229 -0.125984
C: -1.373821 0.495448 0.483116
C: 1.623197 -0.371915 0.940970
C: 1.024190 -0.288779 -0.425973
H: -0.850042 2.343281 -0.480255
H: 0.861987 -0.519889 1.717064
H: 2.325052 -1.213795 1.011310
H: 0.033869 -1.585349 -1.868737
H: -2.341977 0.996193 0.593891
H: -1.105725 0.096110 1.476210
H: -2.319166 -1.025668 -0.870952
H: -0.064326 -2.030063 -0.152806
H: 1.722313 0.044915 -1.195574
H: 2.188622 0.537649 1.178578
H: 0.521074 1.821903 0.456127
H: -0.436330 0.890240 -1.203770

Atoms 1-3, force components in eV/Å:
-0.200 -0.113 0.100
-0.493 -0.983 0.609
-0.977 0.749 -0.836

---

# 7
The following is a quantum chemistry calculation of the molecule C5H8IP, from OMol25.

The SMILES is C[C@H]1CC=P[C@@H]1I. The energy above the lowest of the compared OMol25 structures with the same formula, charge and spin is 1.6674 eV. Its lowest unoccupied orbital energy is -0.697 eV. As for the frontier orbital gap: 8.20 eV.

Element x y z (Å)
I: -3.963883 -0.183809 0.032069
P: -1.620762 2.317342 -0.350853
C: 0.447905 0.944052 0.633551
C: -0.104050 2.258340 0.423292
C: 0.210316 -1.208772 -0.543150
C: -1.634986 0.512032 -0.601079
C: -0.583990 -0.125193 0.304749
H: -0.324858 -1.377710 -1.546230
H: 0.285524 -2.152691 -0.041725
H: 1.234485 -0.945983 -0.761243
H: 1.282050 0.951894 0.031752
H: -1.207139 -0.441493 1.064244
H: 0.342406 3.247334 0.669422
H: -1.616480 0.237870 -1.700477
H: 0.760829 0.655590 1.710449

Atoms 1-3, force components in eV/Å:
1.987 0.474 -0.586
0.932 0.525 0.338
-0.850 -1.017 4.173

---

# 8
The following is a quantum chemistry calculation of the molecule C5H11NOS, from OMol25.

The SMILES is CC(=O)N[C@H](C)CS. The energy above the lowest of the compared OMol25 structures with the same formula, charge and spin is 0.4510 eV. Its lowest unoccupied orbital energy is 0.744 eV. As for the frontier orbital gap: 9.73 eV.

Element x y z (Å)
S: -1.948452 0.880545 2.452152
O: 0.633126 2.027728 -0.706836
N: 0.502112 -0.232201 -0.528805
C: 0.687068 -1.448790 1.542783
C: -1.395382 -0.090603 1.024054
C: 0.139678 -0.185748 0.886994
C: 0.634095 0.938658 -1.239028
C: 0.942020 0.747961 -2.704826
H: 0.467452 -0.120130 -3.157712
H: 2.024578 0.579571 -2.776629
H: -2.888667 1.628169 1.868698
H: 1.686860 -1.648247 1.169463
H: 0.045167 -2.295835 1.291431
H: 0.164805 -1.030955 -1.050267
H: -1.813020 0.370164 0.137251
H: 0.635695 -1.386075 2.630894
H: -1.811725 -1.088878 1.112021
H: 0.582010 0.706049 1.314923
H: 0.712579 1.648616 -3.266562

Atoms 1-3, force components in eV/Å:
0.131 -0.003 0.519
-0.087 0.103 0.020
-0.290 0.305 -0.046

---

In the order shown, the computed E_tot values come out to -63356.9111, -29043.0266, -5185.6677, -37030.9010, -30000.9612, -6411.1516, -22701.8317, -19736.6444 eV.